Record 1
80
Properties=species:S:1:pos:R:3:forces:R:3 method="wB97M-V/def2-TZVPD" spin_multiplicity=2 homo_lumo_gap_ev="3.28 / 5.66" s_squared=0.77 homo_energy_ha="-0.050 / -0.138" e_lumo_ev="1.924 / 1.922" total_charge=-1
Hg 0.707 -0.104 -0.408 0.5 1.0 0.7
O 1.808 -1.953 -1.000 0.2 -0.4 -0.4
C 2.753 -2.735 -0.698 0.4 -0.3 0.2
C 2.868 -3.980 -1.392 -0.1 0.0 -0.1
C 3.868 -4.880 -1.151 0.0 0.0 0.0
C 4.838 -4.612 -0.185 0.3 -0.2 0.2
C 4.759 -3.435 0.526 0.0 0.0 0.0
C 3.753 -2.487 0.308 -0.2 -0.4 -0.4
C 3.729 -1.270 1.083 0.1 0.4 0.3
N 3.015 -0.178 0.865 0.1 -0.4 -0.4
C 3.374 0.726 1.812 0.3 0.3 0.5
C 4.313 0.195 2.639 0.0 0.2 0.1
N 4.536 -1.074 2.172 0.0 -0.2 -0.1
H 2.109 -4.175 -2.137 -0.1 0.0 0.0
H 3.909 -5.808 -1.710 0.0 0.0 0.0
H 5.638 -5.319 0.000 0.0 0.0 0.0
H 5.526 -3.246 1.271 0.0 0.0 0.0
H 2.945 1.707 1.839 -0.2 0.2 0.1
H 4.834 0.586 3.490 0.0 0.1 0.1
H 5.150 -1.754 2.584 -0.1 0.0 -0.1
C -1.127 -2.187 3.259 -0.1 -0.2 0.0
C -1.568 -1.148 4.088 0.1 0.2 -0.1
C -1.205 0.139 3.792 -0.2 -0.1 0.4
C -0.395 0.408 2.667 0.2 0.6 -0.1
N -0.011 -0.614 1.857 0.0 0.0 0.3
C -0.369 -1.846 2.154 -0.1 -0.2 0.1
C 0.025 1.729 2.297 -0.3 -0.7 0.5
C -0.024 2.828 3.186 0.0 0.5 0.2
C 0.393 4.068 2.782 -0.2 -0.3 0.4
C 0.856 4.230 1.466 0.2 0.2 -0.5
C 0.881 3.111 0.654 0.1 0.3 0.1
N 0.506 1.907 1.034 0.4 0.0 -0.6
H -1.389 -3.215 3.458 0.0 -0.1 0.0
H -2.200 -1.364 4.940 0.0 0.1 0.0
H -1.575 0.954 4.396 0.0 0.1 0.1
H -0.023 -2.604 1.462 0.0 -0.1 -0.1
H -0.362 2.683 4.199 0.0 0.0 0.1
H 0.383 4.911 3.463 0.0 -0.1 0.1
H 1.196 5.189 1.108 0.0 0.1 -0.1
H 1.230 3.186 -0.369 0.1 0.1 -0.1
N 2.928 2.328 -3.621 -0.5 -0.4 0.4
C 4.036 1.668 -3.136 -0.1 0.0 0.0
C 3.589 0.893 -2.107 0.6 0.0 -0.1
N 2.256 1.045 -1.941 -0.8 0.9 -0.8
C 1.855 1.903 -2.870 1.9 -0.5 0.3
C 0.516 2.302 -3.100 -2.0 0.6 -0.3
N -0.541 1.813 -2.475 1.2 0.1 -0.3
C -1.623 2.409 -3.020 -0.2 0.3 -0.4
C -1.247 3.304 -3.980 0.1 0.0 -0.1
N 0.127 3.237 -4.038 0.1 -0.4 0.4
H 2.903 2.923 -4.431 0.0 -0.1 0.1
H 5.006 1.805 -3.571 0.1 0.0 0.0
H 4.142 0.228 -1.476 0.1 -0.1 0.2
H -2.613 2.147 -2.705 -0.2 0.0 0.1
H -1.800 3.974 -4.608 -0.1 0.0 -0.1
H 0.710 3.750 -4.677 -0.1 0.0 0.1
N -1.122 -0.781 -1.000 -1.3 -0.7 -0.9
C -2.326 -0.625 -0.710 0.2 0.1 0.1
C -2.912 0.346 0.274 0.0 0.1 0.1
C -3.879 -0.078 1.183 0.1 0.0 0.0
C -4.384 0.796 2.127 -0.1 0.0 0.2
C -3.951 2.113 2.161 0.0 0.1 0.1
C -3.005 2.547 1.247 0.0 0.2 0.0
C -2.484 1.667 0.317 -0.1 -0.1 -0.2
C -3.332 -1.525 -1.364 -0.2 -0.3 -0.2
C -4.576 -1.089 -1.810 0.1 0.0 0.0
C -5.427 -1.960 -2.472 -0.2 0.0 -0.1
C -5.065 -3.280 -2.678 -0.1 0.0 -0.1
C -3.833 -3.724 -2.221 0.0 -0.1 0.0
C -2.972 -2.852 -1.584 0.0 0.0 0.0
H -4.217 -1.106 1.151 0.0 0.0 0.0
H -5.121 0.453 2.845 0.0 0.0 0.0
H -4.344 2.797 2.903 0.0 0.0 0.0
H -2.667 3.577 1.255 0.1 0.0 0.1
H -1.729 1.988 -0.383 0.1 0.0 0.0
H -4.882 -0.062 -1.657 0.0 0.1 0.1
H -6.392 -1.619 -2.823 0.0 0.1 0.0
H -5.729 -3.958 -3.203 0.0 0.0 0.1
H -3.556 -4.759 -2.360 0.1 -0.1 0.0
H -1.995 -3.164 -1.246 0.1 0.0 0.0

---

Record 2
97
Properties=species:S:1:pos:R:3:forces:R:3 method="wB97M-V/def2-TZVPD" e_above_lowest_kcal_mol=0.0 spin_multiplicity=4 homo_lumo_gap_ev="6.69 / 7.04" s_squared=3.79 homo_energy_ha="-0.244 / -0.244" e_lumo_ev="0.064 / 0.400" total_charge=-1
Cr -0.122 1.649 0.941 -0.1 1.8 0.0
N 0.187 2.105 4.079 -2.3 4.1 1.1
O 0.868 3.077 4.449 0.7 -1.8 -0.7
O 0.398 1.551 2.944 0.6 -1.1 -1.1
O -0.861 1.864 4.690 0.5 -1.4 -0.3
N 1.706 4.287 1.292 1.0 0.2 2.1
O 1.088 5.147 1.913 0.1 -0.2 -0.7
O 2.935 4.273 1.174 -0.8 0.3 -0.4
O 1.084 3.277 0.825 -1.4 -1.6 -1.2
C -1.427 2.900 -1.624 1.8 -0.6 0.6
O -0.817 4.033 -1.065 0.0 -0.1 -0.2
O -1.237 1.891 -0.707 -0.5 0.0 1.4
C -2.890 3.201 -2.071 -0.4 1.1 2.1
F -2.901 3.551 -3.358 -0.3 -0.5 -0.3
F -3.796 2.242 -1.802 0.4 -0.3 -0.9
F -3.374 4.274 -1.391 0.1 0.0 -0.1
C -0.610 5.163 -1.881 -0.3 0.9 -0.5
C 0.204 6.249 -1.168 -0.6 0.3 -0.1
H 1.216 5.915 -0.948 -0.1 -0.1 0.3
H 0.292 7.143 -1.792 0.1 -0.3 -0.5
H -0.295 6.685 -0.303 0.1 -0.7 0.4
H -1.605 5.506 -2.179 0.1 0.6 0.0
H -0.089 4.958 -2.825 0.1 -0.6 0.1
H -0.925 2.595 -2.553 0.1 0.2 -0.3
B 1.474 0.323 0.338 1.4 -0.1 -0.2
H 0.605 -0.215 0.775 -2.2 -2.0 1.3
H 2.266 -0.328 -0.158 1.0 -1.2 -0.6
H 1.025 0.993 -0.441 -0.5 1.4 -2.3
H 2.014 0.959 1.116 0.6 1.2 1.2
C 2.361 1.435 -3.098 -0.5 -0.8 -0.6
C 2.257 2.046 -4.497 0.9 -1.8 1.5
O 3.375 2.899 -4.508 -0.8 0.3 -1.1
C 3.758 3.193 -3.228 -0.6 0.6 0.9
O 4.399 4.135 -2.899 0.3 -0.4 -0.5
O 3.204 2.313 -2.380 -0.1 -0.4 0.1
F 1.046 2.627 -4.647 -0.1 1.1 -0.4
H 2.744 0.417 -3.209 0.7 0.2 0.3
H 1.386 1.276 -2.639 0.0 0.6 0.3
H 2.326 1.239 -5.228 0.2 0.6 -0.5
C 3.368 -0.522 3.252 -0.6 -0.7 -1.1
C 4.803 -0.766 3.646 -0.5 0.1 -1.0
O 4.867 -2.187 3.730 1.0 0.6 0.0
C 3.622 -2.730 3.758 0.0 0.8 1.4
O 3.413 -3.886 3.971 -0.2 0.3 -0.6
O 2.733 -1.728 3.702 -0.9 -0.9 0.5
F 5.024 -0.125 4.826 0.4 -0.6 0.6
H 3.125 -0.589 2.190 0.8 0.8 -0.2
H 2.916 0.378 3.661 0.0 -0.2 0.3
H 5.548 -0.402 2.943 0.1 -0.2 0.0
C -0.485 -2.713 4.316 -1.5 -0.5 2.2
C -1.402 -3.704 4.739 0.6 0.0 -1.2
C -2.635 -3.815 4.116 0.1 0.6 0.6
C -3.091 -2.802 3.256 0.9 -0.7 0.1
C -2.198 -1.783 2.876 -0.5 -0.2 0.7
C -0.946 -1.717 3.496 0.8 -0.2 -2.0
C -2.567 -0.767 1.836 0.4 -0.8 1.0
O -1.789 0.126 1.579 0.4 0.8 -0.5
C -3.868 -0.926 1.175 0.1 -0.9 0.3
C -4.111 -0.158 0.068 -1.3 1.1 -1.0
C -5.371 -0.229 -0.509 -1.1 -1.1 -0.6
C -6.285 -1.200 -0.115 0.0 -1.5 0.6
C -5.986 -2.123 0.900 0.9 1.7 0.7
C -4.789 -1.922 1.598 0.2 -0.4 -0.2
C -4.449 -2.912 2.701 -0.5 0.8 -0.8
O -5.261 -3.739 3.058 0.2 0.0 0.1
H 0.441 -2.647 4.871 0.3 0.1 -0.6
H -1.112 -4.490 5.424 0.2 0.1 0.1
H -3.232 -4.673 4.389 -0.4 0.2 -0.2
H -0.213 -1.065 3.031 -0.2 0.6 0.5
H -3.451 0.558 -0.404 0.6 -0.2 0.7
H -5.703 0.341 -1.367 0.5 0.4 0.0
H -7.223 -1.415 -0.612 0.0 0.7 -0.3
H -6.679 -2.847 1.302 0.0 -0.2 -0.4
C 2.650 -4.321 0.653 -0.6 0.8 1.0
C 1.465 -3.906 1.296 0.0 -0.7 0.1
C 0.488 -3.198 0.652 0.3 -0.1 -0.5
C 0.670 -2.876 -0.706 -0.3 0.3 0.7
C 1.858 -3.198 -1.339 -0.1 0.3 0.5
C 2.882 -3.875 -0.617 -0.5 0.2 -1.6
C 2.061 -2.709 -2.741 1.7 -1.1 0.3
O 3.127 -2.960 -3.283 -0.4 0.3 -0.2
C 0.999 -1.986 -3.458 -0.9 1.8 -0.1
C 1.154 -1.535 -4.783 1.1 -0.7 0.5
C 0.154 -0.859 -5.421 -0.3 -0.4 -0.4
C -1.055 -0.627 -4.782 -0.4 0.5 -0.4
C -1.237 -0.936 -3.459 1.1 -1.0 0.4
C -0.153 -1.568 -2.783 -0.7 -0.8 0.0
C -0.345 -2.009 -1.361 -0.5 0.4 0.0
O -1.322 -1.627 -0.747 0.0 -0.2 -0.1
H 3.359 -4.865 1.262 0.3 -0.1 -0.3
H 1.241 -4.171 2.321 0.4 -0.1 0.1
H -0.362 -2.926 1.258 -0.3 0.2 -0.5
H 3.799 -4.048 -1.163 0.1 -0.2 0.1
H 2.094 -1.730 -5.284 0.0 -0.2 0.0
H 0.227 -0.651 -6.481 0.2 0.3 0.0
H -1.834 -0.188 -5.393 -0.2 0.0 0.3
H -2.203 -0.895 -2.977 0.1 0.4 0.2

---

Record 3
80
Properties=species:S:1:pos:R:3:forces:R:3 method="wB97M-V/def2-TZVPD" e_above_lowest_kcal_mol=16.4 homo_lumo_gap_ev=8.13 homo_energy_ha=-0.410 e_lumo_ev=-3.040 total_charge=+1
Bi -0.350 0.576 -0.958 0.7 -0.1 -0.6
S -1.678 2.068 0.576 -0.3 0.1 0.4
Sb -1.570 0.300 2.140 -0.4 0.4 0.7
C -2.771 -1.254 1.274 0.7 0.4 0.3
C -3.902 -0.780 0.625 0.0 0.1 -0.1
C -4.723 -1.685 -0.029 0.0 0.0 0.0
C -4.409 -3.037 -0.018 0.0 0.0 0.0
C -3.282 -3.494 0.648 0.0 -0.1 0.0
C -2.446 -2.601 1.301 0.0 0.0 0.1
C 0.474 0.234 2.798 -0.7 -0.4 -0.3
C 1.238 -0.920 2.891 0.0 0.0 0.0
C 2.507 -0.835 3.447 0.0 -0.1 0.0
C 2.994 0.384 3.895 0.0 0.0 0.0
C 2.224 1.535 3.783 0.0 0.0 0.0
C 0.952 1.463 3.236 -0.1 0.1 0.0
C -2.522 1.074 3.872 0.1 -0.1 -0.4
C -2.547 0.293 5.021 0.1 -0.1 -0.1
C -3.156 0.786 6.164 0.0 0.0 0.0
C -3.732 2.050 6.152 0.0 0.0 0.0
C -3.699 2.825 5.002 0.0 0.0 0.0
C -3.093 2.339 3.852 0.1 0.0 -0.1
H -4.138 0.278 0.605 0.0 0.0 0.0
H -5.598 -1.330 -0.556 0.0 0.0 0.0
H -5.049 -3.740 -0.535 0.0 0.0 0.0
H -3.043 -4.549 0.646 0.0 0.0 0.0
H -1.567 -2.958 1.822 0.0 0.0 0.0
H 0.863 -1.870 2.535 0.0 0.0 0.0
H 3.113 -1.727 3.534 0.0 0.0 0.0
H 3.977 0.435 4.345 0.0 0.0 0.0
H 2.608 2.490 4.121 0.0 0.0 0.0
H 0.341 2.356 3.161 0.0 0.0 0.0
H -2.091 -0.692 5.031 0.0 0.0 0.1
H -3.183 0.185 7.063 0.0 0.0 0.0
H -4.207 2.431 7.046 0.0 0.0 0.0
H -4.148 3.810 4.999 0.0 0.0 0.0
H -3.061 2.938 2.950 -0.1 0.0 0.0
I 5.783 -3.013 -1.809 -0.3 0.0 0.1
C 3.826 -2.939 -1.067 0.3 0.0 -0.1
C 3.134 -4.096 -0.741 0.0 0.0 0.0
C 1.825 -3.977 -0.299 0.0 0.0 0.0
C 1.268 -2.713 -0.196 0.1 0.0 -0.1
N 1.939 -1.601 -0.492 0.0 0.1 -0.1
C 3.193 -1.714 -0.922 0.0 0.0 0.0
H 3.602 -5.065 -0.851 0.0 0.0 0.0
H 1.241 -4.854 -0.056 0.0 0.0 0.0
H 0.230 -2.576 0.085 -0.1 -0.1 0.0
H 3.702 -0.790 -1.179 0.1 -0.1 0.0
C 0.495 2.344 -2.112 -0.1 0.1 0.1
C 1.158 3.174 -1.072 0.1 0.0 0.1
C 2.339 2.714 -0.479 -0.1 0.0 -0.1
C 2.908 3.383 0.584 0.0 0.1 0.1
C 2.303 4.541 1.075 -0.1 -0.2 -0.2
C 1.137 5.022 0.482 0.0 0.0 0.0
C 0.573 4.341 -0.580 0.0 -0.1 -0.1
C 2.867 5.181 2.222 0.1 0.1 0.3
N 3.320 5.641 3.174 -0.1 0.0 -0.1
H 1.198 1.950 -2.844 -0.1 -0.1 0.0
H -0.329 2.844 -2.618 0.0 0.0 0.0
H 2.807 1.810 -0.858 0.0 0.0 0.0
H 3.812 3.014 1.049 0.0 0.0 0.0
H 0.671 5.922 0.862 0.0 0.0 0.0
H -0.340 4.708 -1.033 0.0 0.0 0.0
C 2.252 -1.332 -7.318 0.0 -0.1 0.0
C 1.223 -1.286 -6.225 -0.1 0.0 0.0
C 1.602 -1.347 -4.885 0.0 0.0 0.0
C 0.651 -1.337 -3.879 0.0 0.0 0.1
C -0.694 -1.257 -4.207 -0.1 -0.1 0.0
C -1.096 -1.198 -5.531 -0.1 0.0 0.0
C -0.136 -1.212 -6.528 0.0 0.0 0.0
S -1.900 -1.206 -2.914 0.0 0.1 0.3
O -1.377 -1.963 -1.787 0.1 0.0 -0.2
O -3.180 -1.556 -3.430 -0.1 0.1 -0.1
O -1.876 0.284 -2.460 0.0 -0.3 -0.2
H 3.227 -1.016 -6.949 0.0 0.0 0.0
H 1.968 -0.698 -8.156 0.0 0.0 0.0
H 2.350 -2.353 -7.694 0.0 0.0 0.0
H 2.652 -1.417 -4.626 0.0 0.0 0.0
H 0.944 -1.425 -2.841 0.1 -0.1 0.0
H -2.152 -1.144 -5.765 0.0 0.0 0.0
H -0.449 -1.169 -7.565 0.0 0.0 0.0

---

The following electronic energy values (in Ha) correspond, in order, to the records above: -2188.151545 -4499.578828 -3351.176450.